*w*
{
  "formula": "C31H44BrCaN3OP2",
  "method": "ωB97M-V with the def2-TZVPD basis set",
  "elements": ["H", "H", "C", "H", "H", "H", "C", "C", "H", "C", "H", "H", "H", "H", "H", "H", "C", "C", "C", "C", "H", "Br", "H", "H", "N", "N", "H", "H", "H", "H", "H", "C", "C", "P", "N", "C", "H", "H", "H", "C", "C", "C", "C", "C", "C", "H", "C", "C", "O", "C", "P", "C", "H", "H", "H", "C", "H", "C", "H", "H", "C", "H", "C", "H", "H", "C", "C", "C", "H", "H", "H", "Ca", "H", "H", "H", "C", "H", "H", "H", "H", "H", "C", "C"],
  "positions_angstrom": [[1.45, 1.01, -1.97], [0.60, -2.74, -2.26], [-1.01, -3.81, -3.27], [2.99, 0.99, 1.84], [3.37, 0.53, -3.50], [-2.05, -1.14, -4.49], [-2.45, -2.85, -0.65], [-1.53, 4.29, -1.41], [-4.41, -3.72, -0.61], [-0.97, -0.85, 5.64], [-1.90, -3.80, -0.59], [-1.25, -4.51, -2.46], [4.68, -2.00, -0.50], [-4.40, -2.14, -1.37], [-0.09, -4.07, 4.97], [-3.57, -1.83, -3.82], [-0.02, -2.41, 3.58], [1.94, 4.61, -1.13], [3.70, -2.47, -0.68], [-3.87, 3.22, 1.27], [4.90, -0.58, 1.24], [-2.98, 1.20, 3.35], [-1.19, -2.65, 6.79], [-0.29, -4.31, -3.92], [3.64, 3.81, -2.59], [-2.00, -0.23, 7.78], [4.05, 4.51, -0.66], [4.26, -0.29, -2.22], [-0.21, 0.80, 4.34], [-0.18, -1.82, -3.58], [-1.93, 0.44, -2.51], [-2.62, 1.31, 0.42], [-3.83, -3.07, -1.27], [1.98, -0.17, 0.04], [-0.12, -1.07, 3.40], [-2.91, -0.95, -3.83], [-1.19, 1.81, -1.16], [3.23, 1.86, 0.32], [3.47, -2.41, -1.75], [-1.89, 0.01, 6.45], [-3.44, 4.01, 0.18], [-0.44, -0.30, 4.47], [3.49, 0.47, -2.41], [2.77, 3.69, -3.60], [-0.29, -3.01, 4.81], [-1.33, -0.80, 8.27], [-0.37, -2.53, -2.76], [2.59, -1.92, 0.22], [-2.59, 0.89, 5.95], [4.77, 0.40, 0.78], [-1.36, -1.65, -1.52], [-2.04, 2.15, -0.55], [-2.56, -2.47, 0.38], [3.12, 3.32, -4.56], [5.22, 0.40, -0.22], [1.41, 3.92, -3.42], [5.35, 1.11, 1.38], [-2.48, -0.52, -2.44], [2.89, -2.02, 1.27], [-3.80, 5.03, 0.03], [3.31, 0.86, 0.79], [1.68, -0.71, -2.31], [1.00, 4.35, -2.15], [-4.59, 3.62, 2.00], [3.87, 1.45, -2.10], [-0.40, 4.44, -1.88], [-0.84, -2.23, 5.85], [2.13, 0.15, -1.79], [-1.91, -3.63, -3.87], [-2.52, 0.23, 0.39], [-3.48, -0.13, -4.28], [-0.68, 0.87, 2.14], [-3.36, -0.32, -1.81], [-2.53, 0.45, 8.32], [0.69, 3.76, -4.22], [3.28, 4.35, -1.42], [-3.79, -3.57, -2.24], [1.65, 4.99, -0.15], [0.31, -3.01, 2.72], [1.68, -2.54, 0.08], [3.83, -3.54, -0.45], [-2.39, 3.52, -0.59], [-3.22, 2.01, 1.46]],
  "total_charge": 2,
  "homo_lumo_gap_ev": 6.1,
  "e_homo_ev": -12.47,
  "spin_multiplicity": 1
}


*x*
{
  "formula": "C31H44BrCaN3OP2",
  "method": "ωB97M-V with the def2-TZVPD basis set",
  "elements": ["H", "H", "H", "H", "C", "H", "C", "N", "C", "H", "H", "H", "H", "H", "O", "H", "C", "H", "H", "C", "C", "H", "H", "C", "Br", "C", "H", "H", "H", "C", "H", "H", "H", "H", "H", "P", "C", "C", "H", "H", "H", "H", "H", "C", "C", "C", "C", "H", "C", "P", "H", "H", "C", "C", "C", "C", "C", "H", "C", "C", "H", "H", "C", "C", "C", "C", "H", "N", "H", "N", "H", "H", "C", "H", "C", "H", "H", "H", "C", "Ca", "H", "H", "C"],
  "positions_angstrom": [[-3.33, 0.89, -4.15], [-4.25, 3.50, 5.91], [1.63, 3.58, -3.39], [-2.49, 3.10, 0.06], [1.79, -4.81, -1.03], [1.86, 2.54, -4.80], [0.94, -5.47, -1.92], [-0.29, -5.86, -1.56], [-1.05, -2.80, -3.26], [-3.23, 2.98, 7.20], [2.90, 4.97, -0.19], [3.74, -2.49, 4.33], [0.45, 1.31, -3.23], [-4.69, -3.09, -1.17], [-1.50, 2.04, 5.69], [2.76, -4.41, -1.32], [2.06, -3.76, 1.14], [3.51, -0.36, 5.69], [-0.30, -3.15, -3.98], [2.49, -2.97, 1.97], [2.65, -1.73, 2.68], [4.71, 2.01, -1.86], [-0.02, -0.91, -3.05], [-2.82, -2.11, -0.70], [1.39, 1.93, 5.20], [3.23, 0.84, -0.69], [-3.42, 0.65, -1.66], [-1.97, -0.23, -4.26], [-1.31, -3.69, -2.66], [-2.86, 0.02, -3.66], [-2.11, 0.70, 3.41], [-1.93, -2.51, -3.85], [-4.57, -1.48, -1.88], [1.33, 1.50, 2.44], [1.14, 3.37, 0.29], [-1.56, -0.81, -1.15], [3.00, 3.96, -0.61], [1.63, 3.29, -0.70], [-2.28, -3.04, -0.48], [-3.24, -1.74, 0.26], [3.18, 2.72, -3.63], [-0.36, -4.78, 1.64], [3.13, -0.25, -0.56], [-3.99, -2.39, -1.65], [-2.51, 0.39, -2.22], [-3.46, 4.00, 1.86], [1.83, 0.55, 2.83], [3.55, 1.28, 0.28], [2.09, 2.64, -3.72], [1.54, 1.49, -1.15], [-3.97, 4.78, 1.28], [3.69, 3.41, 0.05], [-2.88, 2.75, 3.87], [-2.69, 3.07, 1.13], [1.52, 1.42, -2.99], [-0.46, -1.68, -2.40], [3.06, -0.45, 4.71], [0.36, -2.10, -1.80], [2.24, 0.53, 4.17], [0.02, -5.02, 0.65], [5.26, 0.43, -1.33], [-3.69, -2.85, -2.60], [4.38, 0.98, -1.69], [-2.38, 1.73, 3.04], [-0.74, -5.68, -0.32], [-3.51, 3.87, 3.26], [3.50, 4.07, -1.59], [-2.17, 1.96, 1.71], [-1.72, -6.06, -0.04], [-3.34, 3.25, 6.23], [4.12, 0.55, -2.66], [-1.87, 1.29, -2.22], [1.29, -4.54, 0.25], [2.04, 0.50, -3.31], [3.23, -1.62, 3.94], [-3.58, -0.81, -3.73], [2.00, -0.51, 0.97], [-4.05, 4.63, 3.80], [2.07, -0.58, 2.07], [-0.48, 0.50, 1.78], [0.98, 3.84, -1.41], [1.31, -5.69, -2.92], [-2.52, 2.63, 5.32]],
  "total_charge": 2,
  "homo_lumo_gap_ev": 7.2,
  "e_homo_ev": -13.41,
  "spin_multiplicity": 1
}


Bottom line: *x*, by a margin of 0.0349 hartree.


*w*
{
  "formula": "C5H5F3NO4",
  "method": "ωB97M-V with the def2-TZVPD basis set",
  "elements": ["F", "C", "O", "C", "F", "H", "O", "N", "H", "H", "H", "C", "C", "O", "O", "F", "H", "C"],
  "positions_angstrom": [[2.63, -0.65, 1.41], [-1.60, 1.62, 1.48], [-0.28, 1.63, -0.52], [0.89, -0.87, -0.10], [3.22, -1.31, -0.53], [-1.45, 2.73, 1.49], [-1.46, -1.41, -3.18], [-0.03, -0.10, 0.84], [-0.45, -0.60, 1.61], [-1.53, 1.13, 2.43], [0.29, 0.26, -1.42], [2.40, -0.52, 0.06], [-1.37, -1.85, -2.11], [0.45, -0.70, -1.47], [-1.50, -2.53, -1.18], [2.95, 0.72, -0.24], [-2.57, 1.41, 0.93], [-0.57, 1.04, 0.50]],
  "total_charge": -1,
  "homo_lumo_gap_ev": 6.2,
  "e_homo_ev": -2.70,
  "spin_multiplicity": 1
}


*x*
{
  "formula": "C5H5F3NO4",
  "method": "ωB97M-V with the def2-TZVPD basis set",
  "elements": ["O", "H", "O", "O", "F", "H", "H", "C", "O", "F", "C", "C", "C", "N", "H", "C", "H", "F"],
  "positions_angstrom": [[-1.07, -0.14, 1.57], [2.98, -0.39, -0.81], [-0.92, -2.50, -1.40], [1.30, 2.18, 0.20], [-2.02, 0.68, -1.79], [-1.76, -0.86, 1.63], [3.18, -0.12, 1.02], [-1.45, -2.16, -0.41], [-2.16, -2.33, 0.51], [-3.03, 0.77, 0.10], [-0.88, -0.02, 0.19], [-1.84, 0.93, -0.46], [1.49, 0.98, 0.12], [0.52, 0.01, -0.12], [3.53, 1.19, -0.06], [2.85, 0.32, 0.07], [1.00, -0.85, 0.13], [-1.74, 2.30, -0.51]],
  "total_charge": -1,
  "homo_lumo_gap_ev": 6.9,
  "e_homo_ev": -3.44,
  "spin_multiplicity": 1
}


Bottom line: *x*, by a margin of 0.0136 hartree.


*w*
{
  "formula": "C3H5ClN2",
  "method": "ωB97M-V with the def2-TZVPD basis set",
  "elements": ["C", "Cl", "N", "C", "H", "H", "H", "N", "H", "H", "C"],
  "positions_angstrom": [[0.69, -1.42, -1.12], [0.90, -1.63, 1.50], [0.52, 2.19, 0.39], [-1.36, -1.38, 0.27], [-2.15, -1.44, -0.57], [-0.17, 2.81, 0.05], [1.03, 1.94, -0.45], [1.20, -1.20, -2.11], [1.22, 2.88, 0.76], [-1.83, -1.27, 1.20], [-0.04, -1.46, 0.07]],
  "homo_lumo_gap_ev": 10.2,
  "e_homo_ev": -10.09,
  "spin_multiplicity": 1
}


*x*
{
  "formula": "C3H5ClN2",
  "method": "ωB97M-V with the def2-TZVPD basis set",
  "elements": ["C", "N", "C", "Cl", "H", "H", "H", "H", "C", "H", "N"],
  "positions_angstrom": [[0.28, -0.53, -0.14], [-1.00, -0.48, 0.19], [0.84, 1.91, -0.43], [-0.69, 2.61, 0.10], [-1.00, -2.45, 0.72], [2.15, 0.37, -0.74], [1.56, 2.68, -0.64], [-2.42, -1.56, 1.05], [1.13, 0.61, -0.42], [0.75, -1.52, -0.19], [-1.60, -1.64, 0.49]],
  "homo_lumo_gap_ev": 8.8,
  "e_homo_ev": -8.23,
  "spin_multiplicity": 1
}


Bottom line: *w*, by a margin of 0.0129 hartree.


*w*
{
  "formula": "C6H18O6",
  "method": "ωB97M-V with the def2-TZVPD basis set",
  "elements": ["H", "O", "C", "C", "H", "H", "O", "H", "H", "C", "H", "O", "H", "H", "H", "H", "C", "H", "H", "H", "O", "O", "H", "H", "C", "H", "O", "H", "C", "H"],
  "positions_angstrom": [[-1.01, -2.24, 2.87], [-0.81, -2.50, 3.78], [-0.22, -2.37, 0.25], [0.73, 2.70, -4.14], [0.56, -0.33, -0.09], [0.68, 1.81, -4.79], [0.33, 1.72, -1.92], [1.12, -1.87, 4.06], [2.68, 2.87, -4.32], [-0.20, 2.58, -2.94], [1.12, -1.57, -1.23], [-0.09, 0.16, 2.51], [-0.03, -1.60, 5.41], [-0.68, -0.41, 2.00], [0.27, 3.46, -4.79], [-0.40, 3.56, -2.51], [-0.29, -0.13, 3.88], [1.26, 1.58, -2.14], [0.19, 0.62, 4.52], [-0.50, -3.28, -0.28], [-0.84, -0.93, -1.49], [2.00, 3.09, -3.68], [-1.36, -0.07, 4.10], [-1.14, 2.14, -3.31], [0.11, -1.53, 4.32], [-0.78, -0.01, -1.78], [-1.38, -1.94, 0.97], [-2.06, -1.63, 0.36], [0.26, -1.22, -0.64], [0.50, -2.67, 1.02]],
  "homo_lumo_gap_ev": 10.1,
  "e_homo_ev": -9.64,
  "spin_multiplicity": 1
}


*x*
{
  "formula": "C6H18O6",
  "method": "ωB97M-V with the def2-TZVPD basis set",
  "elements": ["H", "C", "O", "O", "O", "H", "C", "C", "H", "C", "O", "H", "H", "C", "O", "H", "H", "H", "H", "H", "H", "C", "O", "H", "H", "H", "H", "H", "H", "H"],
  "positions_angstrom": [[-0.40, -1.70, -2.48], [0.41, 3.10, 0.58], [2.81, -0.64, -1.25], [0.57, -1.58, -2.58], [2.77, 2.03, -1.43], [0.21, -0.82, 0.86], [-0.21, 2.28, -0.35], [1.04, 2.55, 1.70], [1.90, -1.12, -1.59], [0.38, 0.29, 0.82], [-1.69, -3.01, 1.42], [-0.56, 2.65, -1.27], [1.19, 3.18, 2.50], [-0.13, 0.88, -0.35], [-3.50, -0.49, 1.19], [3.38, 2.30, -0.66], [-3.74, 0.17, 1.92], [0.78, -1.92, -3.47], [-2.87, -1.91, -0.58], [2.51, -0.45, -0.30], [-0.86, -3.49, 1.10], [0.89, 1.11, 1.89], [-2.30, -2.42, -1.30], [-0.19, 0.15, -1.18], [1.21, 0.44, 2.78], [0.43, 4.17, 0.54], [2.72, 1.11, -1.61], [-2.35, -3.24, -0.73], [-2.63, -0.72, 1.51], [-1.79, -2.89, 2.34]],
  "homo_lumo_gap_ev": 9.1,
  "e_homo_ev": -9.06,
  "spin_multiplicity": 1
}


Bottom line: *w*, by a margin of 0.0086 hartree.


*w*
{
  "formula": "C3H3F3",
  "method": "ωB97M-V with the def2-TZVPD basis set",
  "elements": ["H", "F", "F", "H", "F", "C", "C", "C", "H"],
  "positions_angstrom": [[0.87, 1.44, 0.22], [-1.29, -4.35, -0.36], [-0.78, -3.09, -2.11], [-1.49, -0.41, 1.02], [0.81, -3.61, -0.70], [-0.48, -3.34, -0.79], [0.28, 0.56, -0.11], [-0.63, -0.04, 0.52], [0.78, 0.39, -1.13]],
  "homo_lumo_gap_ev": [7.0, 10.7],
  "e_homo_ev": [-8.08, -10.47],
  "spin_multiplicity": 1
}


*x*
{
  "formula": "C3H3F3",
  "method": "ωB97M-V with the def2-TZVPD basis set",
  "elements": ["F", "C", "H", "F", "F", "C", "H", "H", "C"],
  "positions_angstrom": [[1.35, -1.19, -0.44], [1.00, 0.88, 0.47], [0.43, 1.70, 0.73], [-1.64, 0.52, -0.80], [-1.63, -0.90, 0.85], [0.45, -0.21, -0.09], [-1.05, -1.29, -0.99], [2.07, 1.02, 0.54], [-0.99, -0.53, -0.29]],
  "homo_lumo_gap_ev": 11.5,
  "e_homo_ev": -10.46,
  "spin_multiplicity": 1
}


Bottom line: *x*, by a margin of 0.1644 hartree.